(1)
{
  "formula": "C6H11N2O5",
  "method": "ωB97M-V/def2-TZVPD",
  "total_charge": 1,
  "de_lowest_kcal_mol": 20.5,
  "elements": ["C", "C", "C", "C", "C", "C", "N", "N", "O", "O", "O", "O", "O", "H", "H", "H", "H", "H", "H", "H", "H", "H", "H", "H"],
  "coordinates": [[-2.469, 0.148, 0.411], [-1.165, 0.540, 0.151], [1.001, -1.565, 0.079], [-3.324, -0.467, -0.487], [2.001, -0.439, 2.157], [0.692, 1.219, -1.227], [1.244, -1.020, 1.114], [-0.408, 0.308, -0.912], [0.617, -2.265, -0.777], [-2.775, 0.502, 1.759], [-0.528, 1.249, 1.008], [-4.594, -0.851, -0.284], [-0.947, -0.443, -1.895], [-2.996, -0.845, -1.523], [1.280, -0.074, 2.917], [2.741, -1.282, 2.597], [2.472, 0.444, 1.743], [1.141, 1.009, -2.213], [0.299, 2.242, -1.302], [1.270, 1.097, -0.383], [-3.524, 0.066, 2.146], [-1.185, 1.446, 1.744], [-4.979, -0.686, 0.678], [-0.335, -1.323, -1.980]],
  "forces_ev_per_angstrom": [[-2.94, -1.42, 0.65], [2.05, -0.19, -2.11], [0.92, 0.31, 3.82], [0.13, -0.92, -0.60], [0.86, -1.38, 1.30], [-1.40, 0.58, -1.72], [-0.78, -1.06, -2.26], [-1.22, 0.03, -0.44], [-0.23, -0.44, -1.73], [0.56, 0.31, -1.58], [-0.89, 1.51, 2.58], [-0.16, 0.84, 2.86], [1.16, -2.47, -1.51], [-0.35, 1.15, 1.96], [0.67, -0.46, -0.17], [-1.57, 2.38, -0.89], [0.73, 0.01, 0.28], [-0.12, -0.49, 0.79], [0.14, -0.18, 0.22], [2.22, 0.33, 1.20], [-0.47, -0.47, 0.13], [1.03, -0.14, -0.60], [1.25, -0.29, -2.87], [-1.59, 2.46, 0.69]],
  "nbo_charge": [0.0144, 0.6083, 0.8467, 0.2656, -0.4163, -0.4353, -0.5116, -0.0673, -0.5803, -0.7104, -0.6000, -0.6077, -0.5508, 0.2685, 0.2220, 0.2439, 0.2195, 0.2572, 0.2290, 0.2243, 0.5091, 0.5429, 0.4996, 0.5288]
}



(2)
{
  "formula": "C6H11N2OS",
  "method": "ωB97M-V/def2-TZVPD",
  "total_charge": 1,
  "de_lowest_kcal_mol": 96.1,
  "elements": ["C", "C", "C", "C", "C", "C", "N", "N", "O", "S", "H", "H", "H", "H", "H", "H", "H", "H", "H", "H", "H"],
  "coordinates": [[-2.060, 0.882, -0.574], [-2.615, -0.297, -0.662], [-1.130, 0.995, 0.549], [-0.753, -0.279, 0.939], [2.905, 0.287, 0.082], [1.971, -0.890, -0.136], [-0.799, 2.283, 0.850], [1.107, -0.796, -1.079], [-1.074, -2.110, -0.846], [-1.900, -1.450, 0.398], [-2.102, 1.771, -1.208], [-3.379, -0.739, -1.404], [2.906, 0.830, 1.021], [3.901, -0.082, 0.068], [2.600, 0.904, -0.717], [2.056, -1.774, 0.525], [-1.409, 2.917, 0.530], [-0.159, 2.499, 1.616], [-0.574, -2.902, -0.565], [-0.103, -0.449, 1.990], [0.609, -1.601, -1.375]],
  "forces_ev_per_angstrom": [[-0.08, 1.36, -0.18], [-3.15, -1.01, -2.84], [0.62, -0.25, -0.20], [1.37, 1.07, 5.21], [-1.16, -1.05, 0.70], [-0.84, 0.08, -0.27], [2.98, -4.65, 1.95], [2.48, 1.12, 0.28], [-1.00, -1.62, 0.10], [2.16, 0.68, 0.32], [-0.74, -0.59, -0.14], [1.50, 1.05, 1.18], [-0.72, -0.09, 0.41], [1.08, -0.24, -0.70], [0.50, 1.15, -0.89], [0.21, 0.12, -0.41], [-2.24, 3.14, -1.21], [-0.51, 0.02, -0.48], [-0.48, 0.08, 0.08], [-2.00, 0.20, -3.20], [0.03, -0.55, 0.27]],
  "nbo_charge": [-0.1511, -0.3952, 0.2480, -0.6120, -0.6865, 0.1557, -0.7066, -0.6490, -0.8322, 1.2501, 0.2618, 0.2952, 0.2211, 0.2417, 0.2387, 0.1462, 0.3995, 0.4259, 0.5200, 0.2842, 0.3446]
}



(3)
{
  "formula": "C6H11N3",
  "method": "ωB97M-V/def2-TZVPD",
  "de_lowest_kcal_mol": 122.2,
  "smiles": "[H]/N=C\\N=C\\N1[C@H](C)[C@@H]1C",
  "elements": ["C", "C", "C", "C", "C", "C", "H", "H", "H", "H", "H", "H", "H", "H", "H", "H", "H", "N", "N", "N"],
  "coordinates": [[1.621, -1.097, 1.022], [1.517, -0.812, -0.548], [1.241, 0.684, -0.899], [0.934, 1.800, 0.190], [-0.780, -0.891, -0.800], [-3.057, -0.471, 0.071], [2.733, -0.907, 1.201], [1.210, -2.112, 1.265], [1.131, -0.093, 1.743], [2.392, -1.127, -1.069], [1.583, 1.161, -1.794], [2.085, 2.035, 0.559], [0.515, 2.845, -0.215], [0.369, 1.360, 1.071], [-1.051, -1.967, -0.590], [-3.448, -1.512, 0.146], [-3.613, 1.330, 0.114], [0.364, -0.528, -1.163], [-1.692, -0.051, -0.305], [-4.054, 0.350, -0.001]],
  "forces_ev_per_angstrom": [[-0.12, 3.09, 0.25], [3.79, 1.93, 3.72], [-2.50, -0.18, 1.69], [2.22, 0.26, 0.22], [-8.54, -0.69, 5.06], [-0.33, 0.59, -2.55], [-1.41, -1.03, 0.12], [0.65, 1.16, 0.21], [1.10, -3.74, -2.28], [0.19, -1.09, -0.66], [0.45, -0.50, -0.60], [-2.89, -0.33, -0.59], [0.66, -2.76, 0.77], [0.48, 1.16, -1.36], [0.93, 0.54, -0.93], [1.25, 0.10, -0.06], [-0.88, -1.48, -1.07], [2.68, 2.83, -3.57], [-0.22, -1.01, -0.35], [2.49, 1.15, 2.00]],
  "nbo_charge": [-0.6494, -0.0299, -0.0360, -0.6432, 0.3236, 0.2318, 0.2283, 0.2303, 0.2196, 0.2013, 0.2135, 0.2085, 0.2463, 0.2350, 0.1643, 0.1544, 0.3318, -0.4238, -0.5844, -0.6221]
}



(4)
{
  "formula": "C6H11N3O",
  "method": "ωB97M-V/def2-TZVPD",
  "de_lowest_kcal_mol": 72.2,
  "smiles": "Cc1c[nH]cn1.CC(N)=O",
  "elements": ["C", "C", "C", "C", "N", "N", "H", "H", "H", "H", "H", "H", "C", "C", "O", "N", "H", "H", "H", "H", "H"],
  "coordinates": [[0.776, 1.407, -0.157], [-2.646, 2.492, -0.091], [-0.681, 1.447, -0.410], [-1.707, 0.637, -0.881], [-1.301, 2.696, 0.119], [-2.938, 1.154, -0.465], [-3.146, 3.130, 0.484], [-3.898, 0.838, -0.891], [-1.876, -0.102, -1.761], [0.796, 1.619, 0.922], [1.136, 2.202, -0.726], [1.211, 0.488, -0.582], [2.163, -1.988, -0.501], [1.399, -2.531, 0.735], [1.256, -3.681, 0.986], [0.906, -1.512, 1.619], [1.401, -2.085, -1.324], [2.855, -2.911, -0.854], [0.515, -1.745, 2.584], [1.183, -0.630, 1.475], [2.595, -0.927, -0.282]],
  "forces_ev_per_angstrom": [[-1.31, -1.51, -0.44], [5.37, -3.38, 0.20], [-3.20, 2.10, 0.39], [-0.30, -1.04, -1.30], [-2.22, -3.87, -2.22], [-1.31, 2.36, -1.60], [-3.34, 2.32, 1.62], [2.81, 0.98, 1.14], [1.25, 0.76, 2.18], [0.96, -0.41, -0.34], [1.21, 1.55, -0.53], [0.00, 0.33, 0.86], [0.07, -1.84, -0.32], [0.24, 3.11, 1.38], [-0.30, -1.67, -0.05], [-1.17, -5.14, 1.03], [0.62, 1.02, 0.61], [-0.86, 2.65, 1.19], [0.91, 0.17, -2.29], [1.07, 3.79, -0.54], [-0.48, -2.29, -0.96]],
  "nbo_charge": [-0.6557, 0.1412, 0.0878, -0.1091, -0.4418, -0.5526, 0.1942, 0.4247, 0.2233, 0.2384, 0.2338, 0.2161, -0.7529, 0.6888, -0.5926, -0.8575, 0.2451, 0.2598, 0.4056, 0.3708, 0.2324]
}



(5)
{
  "formula": "C6H11N3O",
  "method": "ωB97M-V/def2-TZVPD",
  "total_charge": 2,
  "de_lowest_kcal_mol": 64.8,
  "elements": ["C", "C", "C", "C", "C", "C", "N", "N", "N", "O", "H", "H", "H", "H", "H", "H", "H", "H", "H", "H", "H"],
  "coordinates": [[0.664, -1.609, -0.532], [0.364, -0.777, 0.757], [-1.548, -1.123, -0.326], [1.531, 0.538, -0.703], [2.320, 1.713, -1.154], [-2.502, 0.770, 2.495], [-0.690, -1.796, -1.090], [1.437, -0.624, -1.331], [-1.150, -0.633, 0.735], [0.912, 0.570, 0.443], [1.293, -2.445, -0.202], [0.577, -1.105, 1.741], [-2.530, -1.096, -0.718], [2.743, 2.169, -0.213], [3.140, 1.391, -1.839], [1.636, 2.340, -1.708], [-1.527, 0.586, 2.878], [-2.910, 1.605, 1.953], [-3.043, -0.055, 2.779], [-0.977, -2.281, -1.947], [1.737, -0.818, -2.401]],
  "forces_ev_per_angstrom": [[-0.07, 0.57, 0.36], [-3.20, 1.44, -1.80], [-1.46, -1.73, -2.86], [0.52, -0.89, -0.73], [0.73, -0.73, 0.75], [1.79, -0.48, -1.26], [1.70, -0.63, -0.26], [0.55, -0.37, -2.18], [1.81, 2.54, 3.64], [0.36, -0.93, 0.57], [-0.50, -0.36, -1.02], [1.29, -0.22, 0.63], [-1.20, 0.18, 0.14], [-0.52, -0.06, -1.25], [-0.63, 0.23, 0.56], [-0.05, 0.69, 0.02], [0.97, 1.20, 0.31], [0.18, 0.30, -0.07], [-2.17, -1.70, 0.34], [0.55, 0.22, 0.61], [-0.65, 0.74, 3.51]],
  "nbo_charge": [0.0573, 0.1990, 0.3286, 0.7443, -0.7037, 0.1693, -0.5834, -0.5465, -0.4997, -0.4071, 0.2741, 0.2515, 0.2394, 0.2971, 0.2823, 0.2915, 0.2115, 0.2371, 0.1968, 0.4637, 0.4968]
}



no.,LUMO level (eV),frontier orbital gap (eV),E (eV)
1,-4.1,9.170,-19607.7012
2,-5.0,7.781,-22252.4301
3,0.8,9.370,-10865.5192
4,0.7,9.438,-12915.9133
5,-10.4,7.601,-12897.6629